[1]
{
  "formula": "CH6NPS",
  "method": "ωB97M-V/def2-TZVPD",
  "spin_multiplicity": 1,
  "max_force_ev_per_a": 4.9,
  "homo_ha": -0.3378,
  "homo_lumo_gap_ev": 9.44,
  "e_lumo_ev": 0.25,
  "total_energy_ha": -835.89198,
  "de_lowest_kj_mol": 289.43,
  "species": ["C", "P", "H", "H", "H", "N", "S", "H", "H", "H"],
  "xyz": [[-0.300277, -0.669776, 1.720927], [-0.991786, 0.299154, 2.875396], [0.387301, -0.336889, 1.079129], [-0.508827, -1.774764, 1.887986], [-0.268111, 1.590539, 2.718158], [0.622495, 0.578437, -2.384605], [-0.512500, -0.503901, -1.562659], [0.972005, 1.235805, -1.660545], [0.309672, 1.187145, -3.106948], [0.290028, -1.605750, -1.566841]],
  "atomic_forces_ev_per_a": [[-2.48, -1.94, 3.70], [0.32, 0.65, 0.31], [2.58, 0.75, -2.47], [0.17, 1.50, -0.87], [-0.55, -0.99, -0.39], [0.77, -0.05, 2.42], [0.73, 0.58, -1.13], [-0.16, -0.79, -0.62], [-1.10, -0.20, -0.79], [-0.27, 0.47, -0.16]]
}



[2]
{
  "formula": "C45H66As3F18N9O3",
  "method": "ωB97M-V/def2-TZVPD",
  "spin_multiplicity": 1,
  "max_force_ev_per_a": 6.2,
  "homo_ha": -0.5820,
  "homo_lumo_gap_ev": 3.67,
  "e_lumo_ev": -12.17,
  "total_energy_ha": -10975.63732,
  "charge": 6,
  "species": ["C", "C", "O", "N", "H", "H", "C", "H", "H", "H", "H", "H", "H", "C", "C", "O", "N", "H", "H", "C", "H", "H", "H", "H", "H", "H", "C", "C", "O", "N", "H", "H", "C", "H", "H", "H", "H", "H", "H", "C", "N", "C", "C", "C", "C", "C", "C", "C", "C", "N", "C", "C", "C", "H", "H", "H", "H", "H", "H", "H", "H", "H", "H", "H", "H", "H", "H", "C", "N", "C", "C", "C", "C", "C", "C", "C", "C", "N", "C", "C", "C", "H", "H", "H", "H", "H", "H", "H", "H", "H", "H", "H", "H", "H", "H", "C", "N", "C", "C", "C", "C", "C", "C", "C", "C", "N", "C", "C", "C", "H", "H", "H", "H", "H", "H", "H", "H", "H", "H", "H", "H", "H", "H", "As", "F", "F", "F", "F", "F", "F", "As", "F", "F", "F", "F", "F", "F", "As", "F", "F", "F", "F", "F", "F"],
  "xyz": [[0.117683, -1.765681, 10.634703], [0.179973, -0.259211, 10.524493], [-0.355797, 0.468229, 11.368693], [0.877153, 0.301579, 9.208253], [1.855593, 0.541579, 9.280053], [0.860043, -0.382661, 8.465543], [0.031413, 1.507749, 8.674193], [1.062603, -2.304581, 10.704073], [-0.408847, -2.123291, 9.749833], [-0.491417, -2.173311, 11.441503], [0.218663, 2.432579, 9.219843], [-0.982507, 1.115699, 8.753863], [0.395423, 1.585459, 7.649713], [5.622303, -4.278581, -1.365627], [5.942313, -4.526661, 0.133923], [5.849983, -5.623311, 0.751353], [6.504053, -3.413721, 1.009863], [6.060653, -2.507011, 1.046973], [6.374293, -3.819281, 1.925703], [7.971703, -3.155361, 0.734063], [5.418253, -3.233931, -1.600467], [4.861703, -5.015311, -1.624137], [6.478513, -4.656621, -1.924267], [8.421803, -2.317141, 1.265933], [8.265203, -2.888531, -0.281197], [8.496043, -4.104131, 0.848123], [-2.130587, -10.847751, 6.090203], [-1.608167, -9.543381, 5.466283], [-1.527757, -9.217531, 4.257573], [-1.056637, -8.595021, 6.547683], [-0.732917, -9.185451, 7.300463], [-0.275977, -8.052971, 6.205843], [-2.131897, -7.575861, 6.916583], [-2.561457, -10.878751, 7.090943], [-1.342097, -11.576291, 5.901483], [-2.991157, -11.101471, 5.471213], [-2.448817, -7.015471, 6.037023], [-1.797137, -6.986871, 7.770463], [-2.926867, -8.142351, 7.401583], [1.528693, 16.204429, -0.887187], [1.748963, 14.754329, -0.552007], [2.913053, 14.114029, -0.806717], [3.153603, 12.798249, -0.339257], [2.144933, 12.050199, 0.316093], [0.952583, 12.700569, 0.456003], [0.747763, 14.084959, 0.038843], [2.429113, 10.674819, 0.789653], [1.541803, 9.630769, 0.561743], [1.833373, 8.279579, 0.992103], [3.044603, 8.093579, 1.531483], [3.999273, 9.033499, 1.635423], [3.679253, 10.363189, 1.315623], [3.330113, 6.791209, 2.119013], [2.429683, 16.626959, -1.331917], [1.141093, 16.648099, 0.029903], [0.784943, 16.115159, -1.678987], [3.570963, 14.723489, -1.408467], [4.130983, 12.432739, -0.617727], [0.112743, 12.201939, 0.916913], [-0.159167, 14.614879, 0.289953], [0.520583, 9.796549, 0.251893], [1.150573, 7.453139, 0.861043], [4.979663, 8.649639, 1.876023], [4.463473, 11.070929, 1.540333], [4.328323, 6.825839, 2.555483], [3.244853, 5.919309, 1.470473], [2.594253, 6.520919, 2.876333], [-6.852297, -3.339581, -0.238327], [-7.257667, -2.253021, -1.114017], [-6.400787, -1.184711, -1.283807], [-6.687847, -0.279511, -2.229247], [-7.920937, -0.297711, -2.887167], [-8.843167, -1.301581, -2.560347], [-8.484577, -2.336861, -1.685327], [-8.146657, 0.842479, -3.782277], [-9.030387, 1.939379, -3.456107], [-9.249527, 2.955649, -4.356597], [-8.701277, 2.930779, -5.562887], [-7.820117, 1.946039, -5.949557], [-7.523907, 0.934219, -5.065757], [-8.992587, 4.016549, -6.525887], [-6.199437, -2.939091, 0.537233], [-6.217097, -4.035351, -0.786507], [-7.712127, -3.830801, 0.217213], [-5.516167, -1.221591, -0.665347], [-5.977977, 0.491699, -2.489477], [-9.808887, -1.305581, -3.043847], [-9.078847, -3.225491, -1.531747], [-9.463967, 1.951929, -2.467037], [-10.022137, 3.709819, -4.330037], [-7.309047, 1.927479, -6.900797], [-6.957407, 0.049349, -5.315707], [-8.480557, 3.756009, -7.452197], [-8.695367, 5.025909, -6.241367], [-10.052937, 3.992939, -6.777277], [4.969463, -6.379641, -12.429957], [4.312103, -5.517141, -11.434297], [3.179893, -5.867531, -10.770457], [2.655293, -5.027221, -9.727197], [3.239223, -3.748521, -9.521827], [4.123513, -3.301531, -10.473917], [4.718513, -4.276231, -11.367677], [2.764443, -2.878491, -8.468257], [3.648043, -2.034881, -7.762247], [3.201433, -1.225691, -6.721757], [1.924353, -1.216661, -6.404847], [1.029123, -1.981861, -7.037987], [1.443153, -2.939181, -8.053327], [1.415823, -0.324201, -5.339367], [6.035163, -6.392381, -12.201437], [4.902213, -5.797081, -13.348767], [4.450483, -7.335941, -12.495137], [2.803743, -6.878931, -10.815007], [1.782203, -5.309481, -9.157617], [4.458083, -2.278231, -10.559417], [5.641243, -4.046211, -11.879587], [4.693813, -1.917541, -8.005147], [3.875763, -0.639901, -6.114687], [0.049063, -1.880411, -6.595727], [0.766443, -3.426751, -8.739427], [0.490513, 0.160909, -5.650127], [2.075893, 0.514119, -5.116607], [1.315853, -1.019291, -4.505727], [5.924173, -6.313741, 7.462163], [5.762953, -4.719351, 6.574933], [4.539693, -7.164321, 6.547363], [6.275423, -7.822811, 8.459113], [7.270573, -5.383981, 8.321573], [4.813033, -5.738981, 8.701723], [7.079773, -6.930051, 6.176153], [-6.076207, -0.960561, 6.525593], [-5.577387, 0.479059, 7.349313], [-7.751387, -0.442871, 6.872723], [-6.579767, -2.370621, 5.706023], [-4.336437, -1.313801, 6.334403], [-5.997107, -1.941881, 8.028633], [-6.093577, 0.010459, 5.032193], [0.821343, -2.180821, 3.217233], [0.888763, -1.975571, 1.453683], [1.688523, -3.698041, 3.255333], [0.728643, -2.399441, 5.047443], [0.015243, -0.606491, 3.299853], [-0.717857, -3.089521, 3.083203], [2.325063, -1.248521, 3.338633]],
  "atomic_forces_ev_per_a": [[-0.13, -0.38, -0.83], [-1.92, 0.66, 4.37], [2.65, -1.66, -4.35], [-1.74, 1.29, 0.68], [0.46, 0.21, 0.74], [-0.28, -0.75, -0.14], [0.95, -1.30, -0.09], [0.33, 0.42, -0.31], [0.19, -0.11, -0.42], [0.01, 0.96, 0.34], [-0.08, -0.46, 0.25], [-0.05, 0.63, -0.26], [-0.49, 0.26, -0.03], [0.71, -0.75, 1.61], [-0.92, -4.78, 1.59], [0.42, 5.37, -3.15], [1.12, 0.30, -0.70], [-0.89, 0.23, -0.44], [0.28, -0.25, 0.93], [1.26, -0.65, -0.61], [-0.15, -0.25, 0.01], [-0.41, 0.48, 0.15], [0.35, 0.35, 0.01], [-0.55, -0.43, 0.89], [-1.26, -0.02, -0.52], [0.03, 0.18, 0.74], [-0.61, 0.80, -1.66], [0.24, 0.48, -3.84], [-0.36, -1.28, 5.91], [-0.81, 0.72, -1.26], [0.00, 0.08, 0.71], [0.65, 0.02, -0.46], [-0.23, -0.95, 1.44], [0.77, 0.53, 0.25], [-0.07, -0.22, 0.29], [0.19, -0.33, -0.31], [0.23, -0.14, 0.21], [0.51, 0.40, -0.56], [-0.39, -0.08, -0.63], [-0.38, -1.32, -0.63], [-0.22, -0.78, 0.67], [-0.44, -0.89, 0.61], [-0.25, 1.58, -0.97], [1.36, 1.24, -0.68], [-1.65, 2.32, -0.36], [1.20, -2.52, 0.94], [0.23, -0.38, -0.43], [-0.55, -2.41, 1.35], [0.39, 3.83, -0.82], [-0.34, -1.29, -0.21], [-1.12, 1.26, -0.77], [0.98, -1.46, 0.54], [0.30, -1.45, 0.72], [-0.05, 0.10, 0.54], [0.26, 0.44, -0.38], [-0.21, 0.72, 0.14], [0.58, -0.37, 0.19], [0.00, -0.39, 0.23], [-0.13, 0.14, 0.12], [-0.07, 0.02, -0.18], [0.09, 0.16, -0.49], [0.07, -0.02, 0.27], [0.01, 0.42, 0.46], [-0.13, 0.36, -0.29], [-0.25, -0.19, 0.03], [0.28, 0.51, -0.78], [0.08, 0.66, 0.36], [0.97, -0.47, 0.86], [-0.77, 0.61, 0.09], [-0.74, -2.49, 0.61], [-0.06, 1.07, -0.90], [0.06, -0.58, 1.16], [0.11, 0.18, -0.36], [1.45, 1.59, -0.94], [-1.63, 2.77, -1.93], [1.42, -1.80, 0.53], [-0.85, -0.51, -0.46], [2.08, -0.44, -1.55], [-0.25, 0.09, 1.41], [-1.07, -1.05, 1.68], [-0.33, -0.31, -1.25], [-0.29, 0.05, 0.20], [-0.33, -0.16, -0.18], [0.14, 0.09, -0.15], [0.08, 0.12, -0.08], [0.08, 0.10, 0.29], [-0.13, -0.14, 0.08], [-0.03, 0.07, 0.27], [-0.36, 0.17, -0.08], [0.07, 0.22, 0.97], [-0.49, 0.60, -0.25], [0.43, 0.34, -0.61], [0.04, 0.15, 0.11], [0.09, -0.34, 0.55], [-0.05, 0.08, 0.27], [0.15, 0.44, -0.51], [-1.82, -0.32, 0.34], [-0.45, 0.80, 2.92], [1.51, -0.23, -2.04], [-0.82, -1.07, -1.61], [1.70, -1.83, -1.42], [0.03, 2.84, 1.96], [0.36, 0.73, 1.72], [-0.18, 0.57, 0.33], [1.43, -0.92, -1.07], [-1.15, 0.58, -0.28], [0.58, -2.21, -1.24], [-0.63, 3.03, 1.06], [-0.01, -0.15, 0.34], [-0.13, -0.65, 0.24], [-0.21, -0.54, -0.30], [0.42, 0.09, 0.01], [0.08, -0.05, -0.61], [0.21, -0.50, 0.01], [0.19, -0.01, 0.19], [-0.18, 0.24, -0.44], [0.08, -0.39, -0.15], [-0.02, 0.20, -0.16], [-0.32, -0.26, -0.60], [-0.59, -0.24, 0.71], [-0.13, -0.53, 0.02], [0.42, -0.49, -0.09], [-0.36, 0.68, 0.41], [1.92, -0.26, 0.26], [-0.51, -1.93, 0.25], [1.77, 1.40, 1.23], [-0.69, 2.17, -1.57], [-1.46, -1.67, -0.98], [0.30, -0.48, -0.96], [-1.54, 0.92, 1.51], [0.12, 1.12, 1.94], [0.16, 0.07, 0.31], [1.15, -0.86, -0.52], [-0.07, -0.27, -0.68], [-0.95, -0.11, -0.52], [-0.24, 0.93, -1.08], [0.02, -0.89, 0.29], [-0.77, -0.11, 2.07], [0.09, -0.53, 0.64], [-0.09, 0.71, -0.82], [0.02, 0.84, -2.05], [-0.01, -1.04, 0.09], [1.28, 1.05, -0.16], [-0.37, -0.76, -0.04]]
}



[3]
{
  "formula": "C4H12",
  "method": "ωB97M-V/def2-TZVPD",
  "spin_multiplicity": 1,
  "max_force_ev_per_a": 1.8,
  "homo_ha": -0.4158,
  "homo_lumo_gap_ev": 12.45,
  "e_lumo_ev": 1.13,
  "total_energy_ha": -159.56955,
  "de_lowest_kj_mol": 40.49,
  "species": ["C", "C", "H", "H", "H", "H", "H", "H", "C", "C", "H", "H", "H", "H", "H", "H"],
  "xyz": [[1.622696, -2.154288, 0.733640], [1.764516, -0.629924, 0.753359], [1.114925, -2.430823, -0.192981], [2.580551, -2.674037, 0.678788], [1.040071, -2.554950, 1.563008], [2.702900, -0.352267, 0.279044], [1.742491, -0.175811, 1.741577], [0.940290, -0.161634, 0.228130], [-2.030987, 1.307597, -1.424713], [-1.345689, 1.486119, -0.043554], [-1.305681, 1.177084, -2.232451], [-2.795204, 0.537917, -1.434986], [-2.405814, 2.287149, -1.740275], [-1.247806, 2.508650, 0.309497], [-0.359717, 1.061197, -0.165606], [-1.901022, 0.910732, 0.693840]],
  "atomic_forces_ev_per_a": [[-0.16, -0.02, -0.43], [0.10, -0.13, 0.14], [-0.10, -0.13, 0.08], [0.03, 0.12, 0.33], [0.05, 0.05, 0.00], [-0.04, 0.24, -0.10], [0.20, -0.22, 0.23], [0.09, -0.06, -0.21], [0.55, 1.70, -0.11], [-0.27, -0.82, -0.81], [0.10, -0.72, 0.25], [-0.02, 0.07, -0.14], [-0.81, -0.27, 0.19], [-0.11, 0.10, -0.20], [0.21, 0.05, 0.53], [0.18, 0.05, 0.23]]
}